1.
Entry from the Open Molecules 2025 dataset: the ion C12H13N2S with charge +1 (ωB97M-V/def2-TZVPD).

XYZ file:
```
28
Properties=species:S:1:pos:R:3:forces:R:3
C 2.78700 0.43004 0.37915 0.19 -2.64 0.81
C -1.97599 1.22760 0.67762 -0.27 0.53 0.20
C -0.70098 0.78215 0.08040 -0.33 2.23 0.17
C -0.83331 -0.49284 -0.51373 -1.65 -1.24 -0.33
C -2.99466 0.32410 0.56508 1.09 1.31 -0.16
C 1.80861 1.44428 0.02181 0.05 1.73 -0.02
C 0.48773 1.47457 0.10072 0.25 -3.24 1.09
C 0.24078 -1.37096 -0.99149 -0.13 -0.84 -1.10
C 1.02534 -1.81441 0.29531 -0.83 -1.94 -0.73
C 2.48890 -2.10907 0.08986 2.77 -0.45 0.64
C -4.43223 0.39928 0.97762 1.42 -1.40 4.15
C 2.47574 2.62514 -0.67185 2.74 -1.59 -0.04
N 3.90227 0.02611 -0.01552 0.32 1.33 -1.79
N 3.25356 -1.00493 0.74579 -2.02 1.23 1.91
S -2.40137 -1.11978 -0.28454 0.82 0.80 0.25
H -2.05309 2.27830 1.07600 -0.13 -1.46 -0.28
H -0.13965 -2.24162 -1.61776 0.20 0.84 1.20
H 0.75958 -0.80498 -1.76719 0.86 0.18 0.43
H 0.86188 -1.07897 1.05892 0.22 0.18 0.49
H 0.55377 -2.75038 0.65268 -0.10 0.53 -0.15
H 2.97904 -3.05670 0.64246 -1.72 1.92 -1.36
H 2.74913 -2.13813 -0.97070 -0.04 -0.30 -0.07
H -4.65015 1.10064 1.84285 0.92 -0.67 -0.86
H -5.06594 0.74898 0.26223 -1.77 0.30 -2.44
H -4.67341 -0.62436 1.41454 -0.32 1.24 -0.91
H 3.60799 2.57246 -0.51059 -1.53 0.02 0.13
H 2.17517 3.60587 -0.39715 -0.77 0.56 -0.07
H 2.40314 2.30646 -1.68957 -0.25 0.84 -1.15
```
Positions in Å, forces in eV/Å.

Summary:
- LUMO level (eV) = -6.3
- gap between HOMO and LUMO (eV) = 6.043
- relative energy (zero: lowest compared OMol25 entry of this formula, charge and spin) (kcal per mole) = 155.3
- maximum force (eV Å⁻¹) = 4.608
- charge = +1

---

2.
Entry from the Open Molecules 2025 dataset: a cluster of 5 separate species, C20H39N5O10 in total (ωB97M-V/def2-TZVPD).

XYZ file:
```
74
Properties=species:S:1:pos:R:3:forces:R:3
C 2.55897 4.94235 1.52831 -0.51 -0.12 -0.34
C 2.87228 3.59354 0.94256 0.19 0.40 0.41
O 3.68769 3.49249 0.06313 0.31 -0.17 -0.03
N 2.17748 2.50890 1.50112 -0.27 0.07 -1.03
C 0.72192 2.67326 1.17838 0.68 0.07 0.50
C 2.57690 1.22561 0.96454 -0.05 -0.59 1.17
O 2.01294 0.26198 1.87899 -0.49 -0.23 0.11
C 2.94039 -0.21864 2.71317 0.18 -0.97 1.28
O 2.72262 -0.90172 3.69324 0.35 1.16 -1.63
O 4.16639 0.14354 2.27329 -0.31 -0.11 0.81
C 4.05412 0.83983 1.02428 -0.34 -0.73 0.01
C 4.37147 -0.20745 -0.03092 0.85 0.46 -0.35
C 4.61963 0.35035 -1.40544 -0.23 0.26 -0.60
O 4.33528 1.45623 -1.75226 0.23 -0.10 0.16
O 5.22414 -0.51194 -2.31178 -0.11 0.40 0.25
H 2.28590 5.57457 0.69776 -0.05 0.36 -0.28
H 3.44462 5.36317 1.97372 0.34 0.02 0.23
H 1.73521 4.93101 2.22150 -0.07 0.00 0.42
H 0.29886 3.50437 1.70535 -0.15 0.42 0.28
H 0.63041 2.83991 0.11793 -0.30 -0.07 -0.46
H 0.17975 1.79608 1.47177 -0.12 -0.41 0.04
H 2.10489 0.95142 0.03479 0.01 0.42 -0.67
H 4.76006 1.64395 1.09943 0.12 0.38 -0.46
H 3.58999 -0.95118 -0.10417 -0.44 -0.24 0.09
H 5.25841 -0.74028 0.28197 0.32 -0.24 -0.01
H 4.59383 -1.19824 -2.53251 -0.05 -0.51 0.03
C -2.54197 4.50634 -1.08921 0.04 0.00 0.03
C -2.83486 3.22451 -0.34863 0.02 -0.10 0.00
O -1.95696 2.60287 0.23318 -0.21 -0.05 0.02
N -4.11597 2.77675 -0.35341 0.07 0.19 -0.04
C -5.27562 3.37286 -0.99130 0.03 -0.34 0.18
H -1.48354 4.72743 -0.99515 0.02 -0.06 0.04
H -2.78503 4.40250 -2.14681 -0.05 0.07 0.00
H -3.11277 5.33378 -0.66656 -0.04 0.02 -0.09
H -4.24554 1.91604 0.15340 -0.05 -0.05 -0.03
H -6.03447 3.60155 -0.24103 -0.04 0.08 -0.07
H -5.69961 2.67400 -1.71379 -0.04 0.08 -0.05
H -5.00673 4.28811 -1.50572 0.04 0.02 0.00
C -2.05491 -3.17116 0.12766 0.02 -0.03 -0.02
C -1.78014 -1.68729 0.05307 0.04 0.11 -0.02
O -0.80721 -1.24024 -0.53260 0.01 -0.05 -0.01
N -2.66671 -0.86014 0.66672 0.02 -0.15 -0.05
C -3.86766 -1.21452 1.40012 0.21 0.46 -0.06
H -1.26770 -3.69518 -0.40432 0.05 0.06 -0.02
H -2.06293 -3.50909 1.16462 -0.08 -0.04 -0.01
H -3.01292 -3.40746 -0.33755 -0.03 -0.03 0.08
H -2.42931 0.11756 0.58385 0.09 0.14 0.01
H -4.73688 -0.75057 0.92929 -0.10 -0.16 0.03
H -3.78715 -0.85427 2.42862 -0.08 -0.11 0.04
H -4.01362 -2.28833 1.41416 -0.01 -0.03 -0.03
C 8.64863 -1.64870 -2.05668 0.01 0.03 0.03
C 7.84075 -2.60721 -1.21636 -0.04 0.05 0.01
O 6.99048 -2.21940 -0.43424 -0.02 -0.04 0.14
N 8.09106 -3.93652 -1.36203 0.09 0.10 -0.13
C 9.05423 -4.57892 -2.23688 -0.26 -0.14 0.26
H 8.32941 -0.63753 -1.82891 -0.07 -0.01 0.04
H 9.71220 -1.74337 -1.83321 0.02 -0.02 -0.09
H 8.48355 -1.83537 -3.11809 0.08 0.00 -0.02
H 7.51864 -4.51907 -0.77283 -0.01 -0.03 0.02
H 8.54065 -5.25255 -2.92512 0.09 0.01 -0.08
H 9.76296 -5.16147 -1.64570 0.08 0.01 -0.09
H 9.60301 -3.84355 -2.81371 0.00 0.04 0.00
C -7.88405 -3.43957 -0.11364 0.04 0.00 -0.02
C -7.65803 -1.94693 -0.13303 0.06 0.04 -0.06
O -6.70047 -1.44635 -0.70108 0.02 0.03 0.05
N -8.56719 -1.16837 0.51123 -0.03 -0.19 0.03
C -9.75609 -1.58350 1.23475 0.16 0.35 -0.07
H -7.08132 -3.91744 -0.66535 0.04 0.06 -0.03
H -7.88031 -3.81611 0.90985 -0.09 -0.04 -0.01
H -8.83353 -3.69135 -0.58684 -0.03 -0.05 0.08
H -8.36075 -0.18430 0.45949 -0.02 0.04 0.00
H -10.64155 -1.13387 0.78291 -0.07 -0.09 0.04
H -9.69208 -1.25608 2.27356 -0.07 -0.09 0.03
H -9.86413 -2.66161 1.21518 0.02 -0.03 -0.02
```
Positions in Å, forces in eV/Å.

Summary:
- LUMO level (eV) = 0.4
- gap between HOMO and LUMO (eV) = 9.422
- relative energy (zero: lowest compared OMol25 entry of this formula, charge and spin) (kcal per mole) = 0.0
- SMILES string = CC(=O)N(C)[C@@H]1OC(=O)O[C@H]1CC(=O)O.CNC(C)=O.CNC(C)=O.CNC(C)=O.CNC(C)=O
- maximum force (eV Å⁻¹) = 2.031
- charge = 0

---

3.
Entry from the Open Molecules 2025 dataset: a cluster of 8 separate species, C39H53N2O27S2 in total (ωB97M-V/def2-TZVPD).

XYZ file:
```
123
Properties=species:S:1:pos:R:3:forces:R:3
O 3.95684 1.40295 3.59979 -0.67 0.79 -0.48
C 3.23344 2.05150 2.86857 1.10 -1.05 0.75
O 3.67597 3.00350 2.03396 -1.27 -0.36 0.95
C 4.82506 3.71172 2.53593 1.58 1.16 -2.25
C 5.35778 4.57536 1.35889 1.48 0.15 1.33
C 6.65346 5.33354 1.67619 -2.90 0.88 -0.28
O 5.30400 5.96036 1.54235 -0.32 -0.33 -1.48
C 1.74726 1.73654 2.93605 0.73 0.59 -0.17
C 1.24867 1.44435 4.20990 0.48 0.17 -0.45
C -0.06161 1.10428 4.32865 0.03 -0.13 0.79
N -0.87053 1.04220 3.24792 -0.19 0.13 0.21
C -2.26246 0.60319 3.51510 -0.44 -0.74 1.24
C -3.11038 1.60147 4.32180 -0.67 0.10 -1.34
C -3.83612 2.57654 3.33487 0.12 -0.21 0.79
S -5.37572 1.68698 2.86322 -0.13 0.43 -0.07
C -6.50463 2.80450 2.03465 -0.18 0.46 -0.71
S -7.52463 2.17905 0.94314 0.14 -0.29 0.28
N -6.56127 4.20785 2.28193 0.96 -1.35 0.67
C -5.44337 4.93913 1.69634 0.58 1.43 0.10
C -5.93448 6.40921 1.55981 -0.52 -0.95 -0.92
O -6.78086 6.76309 2.64489 -0.02 0.12 0.19
C -6.44916 6.07997 3.82469 0.43 -0.81 0.46
C -6.70135 4.54021 3.70552 0.03 1.02 0.04
C -0.40446 1.35917 2.03759 -0.51 0.06 -1.53
C -1.31146 1.32693 0.81762 -0.03 -0.63 -0.13
O -0.48162 1.14291 -0.31360 0.03 -0.02 0.58
O -1.17815 1.53957 -1.47839 -0.06 0.58 -0.70
C 0.91623 1.71210 1.83700 0.41 0.08 0.48
H 4.57479 4.41305 3.33647 -0.17 -0.47 0.11
H 5.68777 3.07664 2.74317 -0.69 -0.47 0.53
H 5.24771 4.16647 0.32562 -0.01 0.40 0.84
H 7.30918 5.56719 0.84171 0.11 -0.01 0.37
H 6.80106 5.70184 2.68838 1.34 -1.19 0.04
H 1.90703 1.48685 5.07135 -0.18 -0.08 -0.12
H -0.47981 0.85457 5.31398 -0.14 0.22 -0.88
H -2.80066 0.30508 2.61487 0.35 0.25 -0.07
H -2.16792 -0.30382 4.12790 0.16 0.19 -0.23
H -2.57650 2.12291 5.11955 0.09 -0.15 -0.23
H -3.91464 1.00846 4.77940 0.44 0.08 0.26
H -3.24119 2.74909 2.43254 -0.10 0.21 0.21
H -4.02522 3.51351 3.86068 -0.14 -0.09 -0.32
H -5.11509 4.53705 0.73062 -0.44 0.04 0.11
H -4.53963 4.96804 2.33297 -0.26 -0.35 -0.01
H -6.57389 6.41945 0.66592 0.10 0.28 0.24
H -5.10520 7.11104 1.38863 -0.09 -0.10 0.40
H -5.38365 6.25019 4.06022 -0.20 -0.02 0.03
H -7.02171 6.42481 4.69153 -0.06 0.39 -0.48
H -5.97433 4.04252 4.37018 -0.18 -0.08 -0.22
H -7.70924 4.27087 4.04033 0.16 0.05 -0.18
H -1.88067 2.26269 0.70778 0.08 -0.16 0.16
H -1.99422 0.46394 0.84222 -0.11 0.41 0.24
H -2.15024 1.45523 -1.31334 0.47 -0.45 0.12
H 1.28241 1.94753 0.84446 -0.21 0.00 0.13
C 1.15287 -1.87975 -1.30455 0.33 0.34 0.00
C -0.22753 -1.77934 -1.89557 -0.24 0.47 -0.19
O -0.57959 -3.14776 -2.11542 0.29 -0.12 0.26
C 0.16188 -3.90105 -1.26352 -0.03 -0.06 0.17
O -0.00531 -5.06343 -1.07722 0.03 -0.03 -0.07
O 1.11895 -3.15486 -0.65240 -0.32 -0.10 -0.19
H 1.36000 -1.08118 -0.59489 -0.03 -0.17 0.17
H 1.93494 -1.89274 -2.06319 -0.03 -0.06 0.00
H -0.94642 -1.33597 -1.20374 0.00 -0.02 -0.01
H -0.24600 -1.22103 -2.82854 -0.10 -0.14 -0.05
C 2.87139 -5.12925 -4.72609 -0.09 -0.32 0.04
C 1.91835 -4.05391 -4.28054 -0.51 -0.11 -0.04
O 2.79691 -2.98850 -3.90160 0.23 -0.09 -0.15
C 3.96684 -3.17139 -4.57330 0.22 -0.19 -0.12
O 4.84574 -2.36792 -4.61037 -0.10 0.15 0.04
O 3.99694 -4.37002 -5.19045 -0.17 0.42 0.19
H 2.46466 -5.74938 -5.52018 0.22 0.07 -0.13
H 3.19202 -5.76963 -3.90775 0.07 0.06 -0.02
H 1.27006 -3.70525 -5.08774 0.04 0.04 0.01
H 1.30161 -4.36897 -3.44187 0.12 0.11 0.03
C 0.51749 -2.22534 7.64306 0.28 -0.36 0.07
C 0.63535 -1.25530 8.79173 0.26 -0.18 0.36
O 0.04924 -0.06379 8.24572 -0.15 -0.06 -0.27
C -0.77960 -0.43423 7.25595 -0.21 -0.12 0.39
O -1.55029 0.30691 6.70827 0.06 -0.19 0.18
O -0.64108 -1.73677 6.94976 -0.01 0.30 -0.04
H 0.37246 -3.25190 7.96850 -0.21 0.02 -0.12
H 1.37439 -2.18553 6.96839 -0.05 0.05 -0.02
H 0.05822 -1.56268 9.66456 -0.06 0.04 -0.05
H 1.66470 -1.08060 9.09330 -0.05 0.23 -0.07
C 4.95398 0.95301 -2.91570 -0.14 -0.38 -0.03
C 3.99634 1.99209 -2.38041 -0.27 -0.03 0.06
O 4.82826 3.14670 -2.24150 0.08 -0.27 -0.06
C 5.87945 2.99706 -3.09950 0.21 0.10 -0.15
O 6.66186 3.85014 -3.34975 0.00 0.04 0.07
O 5.90585 1.74635 -3.62393 -0.19 0.24 0.20
H 4.47436 0.23681 -3.57994 0.18 0.03 -0.12
H 5.46940 0.40857 -2.12141 0.01 0.03 0.00
H 3.19048 2.22080 -3.08091 0.04 0.00 -0.02
H 3.56295 1.70985 -1.42217 0.09 0.17 0.08
C 4.06874 -0.83556 -7.71961 0.26 0.17 0.27
C 4.36129 -1.98673 -8.64879 0.36 -0.16 -0.04
O 3.05111 -2.44255 -8.99663 -0.07 0.24 0.13
C 2.19129 -1.40565 -8.82189 -0.12 0.00 -0.08
O 1.05850 -1.40500 -9.17622 -0.03 -0.01 0.04
O 2.79793 -0.37152 -8.18363 0.00 -0.25 -0.14
H 4.81471 -0.04623 -7.77861 -0.16 0.11 -0.05
H 3.96960 -1.15331 -6.68031 0.03 -0.02 -0.02
H 4.87982 -1.67231 -9.55672 -0.06 0.03 0.00
H 4.93462 -2.77808 -8.17091 -0.18 -0.11 -0.02
C 0.67939 -9.53776 -3.55636 -0.24 -0.24 0.07
C 0.73950 -8.24123 -2.78449 -0.30 0.06 0.22
O 2.08142 -7.80527 -3.02057 -0.02 -0.12 -0.21
C 2.50747 -8.38220 -4.17626 0.16 -0.18 -0.08
O 3.51511 -8.09190 -4.73510 -0.06 -0.03 0.03
O 1.63158 -9.32304 -4.60229 0.05 0.23 0.19
H -0.30753 -9.73860 -3.96631 0.11 0.01 -0.19
H 0.99784 -10.39584 -2.96145 0.04 0.04 0.00
H 0.04989 -7.48880 -3.17200 0.02 -0.01 -0.01
H 0.55534 -8.37203 -1.72123 0.19 0.11 0.02
C -6.62304 -0.73866 -1.02315 -0.42 -0.26 -0.05
C -5.91441 -1.18497 0.22971 -0.35 -0.36 0.35
O -4.57485 -0.71680 0.00401 0.12 0.27 -0.16
C -4.64970 0.30367 -0.87209 -0.33 -0.07 0.06
O -3.72994 1.02623 -1.13802 -0.19 0.09 0.11
O -5.86838 0.41916 -1.40395 0.38 -0.06 -0.01
H -7.66546 -0.48415 -0.85073 0.09 0.25 -0.03
H -6.56531 -1.47537 -1.82588 0.08 0.05 -0.02
H -6.30806 -0.70618 1.12753 0.06 0.10 -0.09
H -5.93324 -2.26356 0.36531 0.27 0.01 -0.07
```
Positions in Å, forces in eV/Å.

Summary:
- LUMO level (eV) = -4.2
- gap between HOMO and LUMO (eV) = 6.829
- maximum force (eV Å⁻¹) = 3.045
- charge = +1

---

4.
Entry from the Open Molecules 2025 dataset: the ion C6H12NO with charge -1 (ωB97M-V/def2-TZVPD).

XYZ file:
```
20
Properties=species:S:1:pos:R:3:forces:R:3
C 1.82290 -0.92193 0.95530 2.01 0.20 1.34
O 1.93616 -0.90605 2.28219 -0.33 -0.15 -0.27
C 0.38327 -0.22360 0.48595 2.46 -2.94 2.41
C 0.17301 -0.81943 -0.91425 -1.19 2.86 -0.14
C -0.88090 0.25142 -0.78365 0.06 -1.40 -2.66
C -0.76391 1.47851 -1.49216 -1.85 -0.16 0.30
C -2.02791 1.92311 -2.19727 -1.15 0.83 0.47
N -0.51935 -0.91593 1.49296 0.37 2.03 -0.70
H 1.99249 -1.92529 0.48428 -0.95 -0.01 -0.06
H 2.63425 -0.31837 0.50284 -0.24 0.44 -0.57
H 0.72399 0.77519 0.73507 -0.62 0.32 -0.52
H 0.74551 -0.46851 -1.76420 0.83 -0.28 0.42
H 0.10718 -1.88997 -0.80876 -0.70 -0.03 0.15
H -1.81730 -0.09640 -0.34819 -0.45 0.17 -0.57
H -0.18435 2.34855 -1.24288 1.13 -0.52 -0.01
H -2.14940 3.01964 -2.20471 0.28 -0.05 -0.14
H -2.14502 1.61254 -3.24258 0.41 -0.12 -0.07
H -3.00097 1.61123 -1.76551 0.33 -0.38 0.33
H 0.14979 -0.89855 2.29436 -0.09 -0.50 -0.01
H -1.19653 -0.18734 1.70865 -0.33 -0.34 0.31
```
Positions in Å, forces in eV/Å.

Summary:
- LUMO level (eV) = 4.0
- gap between HOMO and LUMO (eV) = 6.365
- relative energy (zero: lowest compared OMol25 entry of this formula, charge and spin) (kcal per mole) = 96.4
- maximum force (eV Å⁻¹) = 4.529
- charge = -1